Formula: C42H49N9RuSSe
Source: the OMol25 dataset
Level of theory: the ωB97M-V functional and the def2-TZVPD basis

Positions of all 103 atoms, in Å:
Ru1 0.265 -2.288 0.179
C1 1.417 -3.826 2.432
N1 0.211 -3.000 2.137
C2 0.132 -1.799 2.992
C3 1.278 -0.915 2.631
C4 2.032 -0.211 3.552
C5 3.106 0.543 3.105
C6 3.397 0.554 1.752
C7 2.591 -0.172 0.894
N2 1.548 -0.894 1.314
C8 -1.028 -3.796 2.208
C9 -0.988 -4.750 1.067
C10 -1.314 -6.089 1.167
C11 -1.206 -6.897 0.043
C12 -0.755 -6.338 -1.139
C13 -0.436 -4.991 -1.159
N3 -0.556 -4.202 -0.088
C14 2.509 -3.688 1.411
C15 3.829 -3.947 1.741
C16 4.798 -3.861 0.756
C17 4.408 -3.530 -0.533
C18 3.073 -3.273 -0.774
N4 2.131 -3.342 0.175
H1 1.113 -4.875 2.461
H2 1.805 -3.590 3.425
H3 0.113 -2.054 4.056
H4 -0.799 -1.284 2.743
H5 1.782 -0.259 4.603
H6 3.712 1.102 3.805
H7 4.236 1.112 1.361
H8 2.795 -0.189 -0.167
H9 -1.857 -3.104 2.053
H10 -1.161 -4.288 3.175
H11 -1.645 -6.493 2.114
H12 -1.452 -7.949 0.098
H13 -0.634 -6.933 -2.033
H14 -0.053 -4.525 -2.058
H15 4.089 -4.217 2.756
H16 5.836 -4.052 0.989
H17 5.124 -3.466 -1.340
H18 2.730 -3.021 -1.768
C19 -4.728 -2.903 0.029
N5 -3.757 -2.948 -1.059
C20 -3.929 -3.634 -2.249
C21 -2.830 -3.437 -2.990
N6 -1.974 -2.620 -2.248
C22 -2.563 -2.338 -1.045
S1 -1.967 -1.356 0.208
C23 -0.752 -2.097 -2.741
C24 -0.568 -2.037 -4.116
C25 0.595 -1.484 -4.615
C26 1.519 -0.959 -3.727
C27 1.246 -1.048 -2.378
N7 0.153 -1.639 -1.869
H19 -5.700 -3.181 -0.368
H20 -4.776 -1.896 0.434
H21 -4.444 -3.599 0.817
H22 -4.820 -4.198 -2.460
H23 -2.577 -3.823 -3.959
H24 -1.338 -2.377 -4.792
H25 0.756 -1.431 -5.684
H26 2.430 -0.488 -4.068
H27 1.915 -0.623 -1.647
C28 2.626 4.074 2.662
C29 1.630 5.012 1.991
C30 0.367 5.217 2.829
C31 -0.681 4.125 2.624
N8 -1.210 4.112 1.255
C32 -0.966 3.146 0.314
Se1 0.002 1.623 0.530
N9 -1.585 3.556 -0.841
C33 -1.615 2.807 -2.103
C34 -0.813 3.456 -3.231
C35 0.699 3.234 -3.175
C36 1.425 4.106 -2.153
C37 -2.201 4.759 -0.634
C38 -2.960 5.570 -1.470
C39 -3.471 6.760 -0.936
C40 -3.245 7.106 0.384
C41 -2.492 6.279 1.235
C42 -1.962 5.115 0.700
H28 3.500 3.914 2.029
H29 2.173 3.099 2.858
H30 2.972 4.488 3.610
H31 1.361 4.605 1.010
H32 2.096 5.978 1.799
H33 -0.069 6.199 2.637
H34 0.620 5.200 3.892
H35 -1.529 4.241 3.301
H36 -0.249 3.139 2.784
H37 -2.666 2.710 -2.384
H38 -1.234 1.816 -1.865
H39 -1.014 4.531 -3.257
H40 -1.213 3.051 -4.162
H41 1.103 3.438 -4.167
H42 0.896 2.175 -2.970
H43 1.125 5.152 -2.249
H44 2.503 4.066 -2.303
H45 1.230 3.781 -1.130
H46 -3.163 5.303 -2.498
H47 -4.052 7.404 -1.581
H48 -3.650 8.022 0.790
H49 -2.353 6.548 2.272

Summary:
- total charge = +3
- gap between HOMO and LUMO (spin up / spin down) (eV) = 7.81 / 4.84
- ⟨S²⟩ = 0.78
- spin multiplicity = 2
- ΔE to the lowest compared entry with this formula, charge and spin (kcal/mol) = 10.61
- LUMO (spin up / spin down) (eV) = -7.0 / -10.0
- electronic energy (eV) = -136505.1333

Results of the Mulliken charge analysis, in e, for atoms 1 through 4: -0.31, -1.28, 0.55, -1.38